Entry 1:
The following is a DFT calculation (wB97M-V/def2-TZVPD) of a 2-piece molecular cluster, C3H3N2 overall at a distorted geometry.

Each line ends with the Mulliken charge.
Cartesian coordinates (Å):
C -0.23 -0.73 -1.75  -0.01
C 0.45 2.83 1.22  0.20
C -0.08 -0.90 0.65  -0.22
N 0.41 1.67 1.11  -0.22
N -0.03 -0.66 -0.62  0.10
H -0.32 -0.50 -2.76  0.43
H 0.91 -0.82 1.13  0.35
H -1.12 -0.89 1.02  0.35

Properties
- energy above the lowest of the compared OMol25 structures with the same formula, charge and spin (kcal/mol) = 104.8
- LUMO energy (spin up / spin down) (eV) = -6.955 / -8.043
- total charge = +1

---

Entry 2:
The following is a DFT calculation (wB97M-V/def2-TZVPD) of C21H24N5NaSi as an isolated structure at a distorted geometry.

Each line ends with the Mulliken charge.
Cartesian coordinates (Å):
Na -1.19 1.17 0.14  0.82
C -0.67 -1.10 2.56  -0.65
N -0.17 0.25 2.42  -0.09
C 1.16 0.41 1.87  -0.05
C 1.40 1.81 1.46  0.10
N 0.47 2.63 1.06  -0.56
C 1.11 3.77 0.66  0.50
C 0.60 4.94 0.11  -0.78
C 1.50 5.93 -0.23  -0.57
C 2.87 5.77 -0.03  -0.42
C 3.40 4.61 0.51  -1.01
C 2.50 3.62 0.85  0.75
N 2.64 2.36 1.38  -0.03
C -2.06 -1.17 2.01  0.18
N -2.64 -0.19 1.39  -0.58
C -3.82 -0.68 0.90  0.60
C -4.77 -0.07 0.10  -0.65
C -5.83 -0.84 -0.32  -0.62
C -5.95 -2.19 0.04  -0.39
C -5.02 -2.81 0.84  -1.02
C -3.95 -2.04 1.27  0.74
N -2.82 -2.31 2.00  -0.03
H -0.65 -1.46 3.60  0.39
H -0.05 -1.77 1.96  0.28
H -0.28 0.79 3.27  0.20
H 1.19 -0.19 0.95  -0.18
H 1.97 0.07 2.55  0.34
H -0.46 5.06 -0.06  0.42
H 1.15 6.85 -0.68  0.38
H 3.54 6.57 -0.32  0.38
H 4.46 4.48 0.64  0.39
H 3.51 1.90 1.59  0.21
H -4.66 0.96 -0.19  0.40
H -6.58 -0.41 -0.97  0.37
H -6.79 -2.76 -0.34  0.37
H -5.11 -3.86 1.10  0.37
H -2.58 -3.19 2.41  0.19
C 3.64 -2.23 -1.41  -1.02
Si 1.94 -2.24 -2.29  0.09
C 1.35 -4.06 -2.18  -1.03
C 2.26 -1.87 -4.14  -1.01
C 0.78 -1.01 -1.56  -0.81
C -0.01 -0.15 -1.20  0.35
H 4.35 -2.89 -1.90  0.30
H 3.54 -2.57 -0.38  0.28
H 4.07 -1.23 -1.39  0.30
H 2.00 -4.71 -2.76  0.27
H 0.34 -4.18 -2.56  0.33
H 1.36 -4.42 -1.15  0.29
H 2.91 -2.61 -4.60  0.30
H 2.72 -0.90 -4.27  0.30
H 1.33 -1.86 -4.71  0.31

Properties
- energy above the lowest of the compared OMol25 structures with the same formula, charge and spin (kcal/mol) = 2.3
- LUMO energy (eV) = 0.145

---

Entry 3:
The following is a DFT calculation (wB97M-V/def2-TZVPD) of C18H16ClF6N4OPdSSb as an isolated structure.

Each line ends with the Mulliken spin population.
Cartesian coordinates (Å):
Pd 0.03 0.15 -1.56  0.01
Cl -4.94 -3.91 1.58  0.09
C -3.82 -3.19 0.53  0.28
C -3.20 -3.96 -0.47  -0.07
C -2.28 -3.39 -1.29  0.18
C -1.90 -2.00 -1.13  0.11
O -0.95 -1.59 -1.85  0.23
C -2.61 -1.20 -0.15  0.10
C -2.39 0.22 0.08  -0.02
N -1.53 0.93 -0.53  0.07
C -1.33 2.30 -0.21  -0.02
C -2.26 3.12 0.35  0.02
C -1.92 4.45 0.68  -0.01
C -0.66 4.92 0.46  0.01
C 0.32 4.09 -0.15  0.00
C 1.64 4.51 -0.43  0.00
C 2.50 3.66 -1.04  0.00
C 2.07 2.37 -1.38  0.00
N 0.85 1.94 -1.14  0.00
C -0.04 2.78 -0.50  0.00
C -3.53 -1.82 0.66  0.00
H -3.46 -5.01 -0.56  0.00
H -1.77 -3.95 -2.05  0.00
H -3.01 0.67 0.84  0.00
H -3.27 2.78 0.53  0.00
H -2.67 5.09 1.13  0.00
H -0.39 5.93 0.73  0.00
H 1.94 5.52 -0.16  0.00
H 3.52 3.94 -1.26  0.00
H 2.73 1.67 -1.89  0.00
H -4.04 -1.25 1.44  0.00
C 3.26 -2.67 0.46  0.00
N 2.45 -1.88 -0.46  0.00
C 2.78 -1.63 -1.70  0.00
N 3.91 -2.14 -2.20  0.00
S 1.84 -0.65 -2.77  0.00
H 2.73 -2.73 1.41  0.00
H 4.23 -2.21 0.63  0.00
H 3.40 -3.69 0.08  0.00
H 1.59 -1.49 -0.10  0.00
H 4.51 -2.73 -1.65  0.00
H 4.16 -1.96 -3.16  0.00
F -0.54 0.81 2.15  0.00
Sb 0.22 -0.85 2.69  0.00
F 0.01 -1.45 0.85  0.01
F -1.53 -1.49 2.98  0.00
F 0.98 -2.53 3.04  0.00
F 0.47 -0.25 4.43  0.00
F 1.91 -0.22 2.08  0.00

Properties
- multiplicity = 2
- energy above the lowest of the compared OMol25 structures with the same formula, charge and spin (kcal/mol) = 0.0
- LUMO energy (spin up / spin down) (eV) = -4.089 / -6.084
- total charge = +1

---

Entry 4:
The following is a DFT calculation (wB97M-V/def2-TZVPD) of a 2-piece molecular cluster, C6H10O overall at a distorted geometry.

Each line ends with the Mulliken spin population.
Cartesian coordinates (Å):
C -0.52 0.45 2.07  0.01
C -1.85 0.23 1.79  0.26
C 0.27 0.80 -0.30  0.20
C 0.47 0.44 1.03  0.22
C 0.95 0.91 -2.66  0.35
C 1.09 0.41 -1.40  -0.07
H -0.28 0.94 3.01  0.01
H -2.55 0.09 2.60  0.01
H -2.09 -0.16 0.81  -0.01
H -0.58 1.41 -0.60  0.00
H 1.45 0.04 1.32  0.02
H 0.18 1.66 -2.76  -0.01
H 1.45 0.63 -3.57  0.01
H 1.64 -0.51 -1.22  0.00
H 0.76 -2.88 -0.06  0.00
H -0.32 -1.96 0.35  0.01
O -0.06 -2.49 -0.41  0.00

Properties
- multiplicity = 2
- energy above the lowest of the compared OMol25 structures with the same formula, charge and spin (kcal/mol) = 13.6
- LUMO energy (spin up / spin down) (eV) = 4.089 / 4.052
- total charge = -1